Here is 8 unconnected molecules or ions with the total composition C15H46N2O15 in a non-equilibrium geometry from the OMol25 dataset. Energies are from ωB97M-V/def2-TZVPD.

The geometry in XYZ format:
```
78
Properties=species:S:1:pos:R:3:forces:R:3
N -0.487501 0.347604 0.355623 -1.0 -0.5 -1.7
C -0.150011 -0.483463 -0.672690 0.3 0.4 0.4
N -1.031990 -0.617987 -1.738850 -0.2 2.1 2.2
O 0.952693 -1.072962 -0.619673 -0.5 -0.6 -0.7
H -1.274082 0.955418 0.181044 -0.1 -0.1 0.2
H 0.180768 0.780736 0.968105 0.7 -0.2 0.0
H -1.038500 -1.356061 -2.384472 0.5 -1.3 -0.7
H -1.872650 -0.037888 -1.727074 0.6 -0.2 0.1
O 3.796480 -1.401609 -1.111125 0.1 0.2 0.7
C 3.940466 -2.416283 -0.091483 -0.9 0.1 -0.8
C 3.949360 -1.817190 1.327297 -0.4 0.1 -1.0
O 2.779946 -0.994948 1.403437 1.4 0.7 1.7
H 2.974329 -0.926447 -0.908324 0.0 -0.1 -0.1
H 3.089626 -3.125098 -0.243537 0.6 0.4 0.5
H 4.829503 -2.924975 -0.415972 0.6 -0.4 0.5
H 4.783817 -1.106734 1.422329 0.0 -0.5 0.3
H 3.926051 -2.602876 2.114512 0.3 0.5 -0.5
H 2.082645 -1.383309 0.914349 -1.5 -0.6 -1.1
O -2.488108 -4.726590 1.713904 -0.4 1.4 0.0
C -1.912772 -3.392486 1.752080 -0.8 -1.1 0.9
C -2.603138 -2.423204 2.703848 0.4 0.7 -0.6
O -3.795062 -1.837045 2.133828 0.8 -0.8 0.4
H -3.435190 -4.529556 1.663729 0.0 -0.5 -0.1
H -0.904060 -3.539732 2.061801 0.9 0.0 0.3
H -1.904614 -2.961914 0.776662 0.0 0.4 -1.0
H -1.854420 -1.600467 2.853647 -0.6 -0.6 0.4
H -2.894490 -2.927441 3.622866 0.2 0.2 0.1
H -3.431037 -1.416585 1.348896 -0.5 0.6 -0.5
O 2.558876 3.672266 -1.896883 -0.3 0.0 -0.9
C 2.039466 2.790696 -2.926820 2.4 -0.9 -0.1
C 2.649689 1.380951 -2.539302 -2.1 0.0 -1.3
O 3.977518 1.525546 -2.206441 1.6 0.7 -0.2
H 3.525665 3.562274 -1.994305 -0.6 0.1 0.4
H 0.958217 2.757230 -2.933457 -0.1 0.1 0.3
H 2.406218 3.113268 -3.938473 -0.3 -0.1 0.8
H 2.488734 0.589708 -3.333886 0.0 0.9 0.7
H 2.094085 1.133708 -1.651093 -0.5 -0.6 0.4
H 4.444420 0.685964 -2.150181 -0.3 -0.2 0.1
O -1.064537 2.794654 1.088575 -1.2 1.7 1.0
C -2.222727 3.411652 1.741539 1.2 -0.7 0.2
C -2.530181 2.674690 3.038449 0.6 1.8 1.2
O -3.292538 1.571486 2.741992 -0.6 -1.1 -0.9
H -0.246863 3.196221 1.449931 -0.2 -0.4 -0.4
H -2.094446 4.469983 2.019693 0.3 -0.2 -0.6
H -3.047247 3.289756 1.031708 0.1 0.2 0.3
H -3.133329 3.274350 3.759560 0.4 0.3 -0.6
H -1.590339 2.447812 3.613086 -0.5 -0.1 -0.8
H -3.378013 1.062420 3.522937 -0.3 -1.1 1.0
O -3.308581 0.454428 0.365021 -0.4 0.2 0.8
C -4.280243 0.749155 -0.623546 0.1 -0.7 0.8
C -4.044689 2.018406 -1.335338 -1.6 1.3 0.5
O -2.734995 2.044799 -1.758019 0.8 -0.7 -0.5
H -3.560780 0.799148 1.285073 0.5 -0.3 -1.6
H -4.167153 0.028217 -1.438480 -0.4 -0.7 0.5
H -5.257187 0.749594 -0.134174 -0.3 -0.2 -0.6
H -4.245142 2.891980 -0.703486 -0.1 0.0 0.2
H -4.790434 2.065762 -2.151977 0.3 0.0 0.0
H -2.582006 2.937906 -2.011823 0.8 0.9 -0.5
O 1.562852 -3.474664 -1.796209 0.4 -0.8 -0.4
C 0.580049 -4.429564 -2.175615 -0.8 2.4 1.0
C 0.027001 -4.089570 -3.561974 -0.6 -0.4 0.1
O -0.530801 -2.772005 -3.769184 1.1 0.4 0.4
H 1.180868 -2.611472 -1.600460 -0.3 0.4 0.3
H 1.081853 -5.357434 -2.174193 0.5 -1.2 -0.4
H -0.186223 -4.487276 -1.352633 0.2 0.1 -1.0
H -0.743020 -4.832767 -3.808236 0.0 0.3 -0.1
H 0.819381 -4.158794 -4.279440 0.6 -0.5 -0.4
H 0.234945 -2.179007 -3.988258 -1.1 -0.8 0.4
O 1.435204 1.202117 2.720459 1.3 -0.6 -0.6
C 2.541683 2.162657 2.754877 0.0 -2.2 -0.8
C 2.868017 2.826886 1.401703 -2.3 -1.7 -0.3
O 1.571869 3.318886 0.952790 0.7 -0.2 1.0
H 1.813552 0.303835 2.501590 -0.3 1.2 0.1
H 2.120408 2.917679 3.361838 0.1 1.0 1.0
H 3.423713 1.632081 3.209834 -0.6 0.9 -0.3
H 3.259056 2.135147 0.618414 0.0 0.4 0.7
H 3.493309 3.655866 1.586226 1.1 0.9 0.1
H 1.666784 3.632465 0.063811 0.2 0.3 -1.1
```
Positions in Å, forces in eV/Å.

## Properties
* HOMO energy: -9.526 eV
* LUMO level: 0.4797 eV
* SMILES: NC(N)=O.OCCO.OCCO.OCCO.OCCO.OCCO.OCCO.OCCO
* Kohn-Sham gap: 10.0 eV
* calculated total energy: -49991.4750 eV

---

Here is C6H14O in the gas phase from the OMol25 dataset. Energies are from ωB97M-V/def2-TZVPD.

The geometry in XYZ format:
```
21
Properties=species:S:1:pos:R:3:forces:R:3
C -0.974967 0.389540 -2.234429 0.0 -0.2 -0.1
C 0.503812 0.650293 -2.001443 0.2 0.1 0.0
C 1.202141 -0.392188 -1.116168 0.1 -0.2 -0.1
C 1.093638 -0.144991 0.396833 0.0 0.0 0.0
C -0.072281 -0.836275 1.120019 0.2 -0.4 -0.4
O -0.732678 0.099122 1.931196 0.0 0.2 0.2
C -1.744456 -0.483706 2.705542 -0.3 -0.1 0.2
H -1.405558 1.161455 -2.871745 -0.1 0.0 0.0
H -1.541919 0.371166 -1.303910 0.0 0.0 0.1
H -1.110213 -0.582067 -2.720853 -0.1 0.1 0.0
H 1.020908 0.686665 -2.967280 -0.1 0.0 0.0
H 0.626350 1.652895 -1.564862 0.1 -0.2 0.0
H 0.812609 -1.398341 -1.341141 0.0 0.2 -0.1
H 2.262401 -0.433172 -1.400985 -0.2 0.1 0.2
H 0.986123 0.928902 0.582315 0.0 -0.1 0.0
H 2.037994 -0.447212 0.861721 -0.2 0.1 0.1
H -0.792002 -1.278426 0.406872 0.2 0.1 0.0
H 0.302281 -1.666121 1.743746 -0.1 0.1 -0.1
H -2.513572 -0.960953 2.078772 0.1 0.1 0.0
H -2.206117 0.313199 3.290356 0.0 -0.1 -0.1
H -1.353976 -1.248674 3.396831 0.0 0.1 -0.1
```
Positions in Å, forces in eV/Å.

## Properties
* HOMO energy: -9.773 eV
* LUMO level: 1.1465 eV
* SMILES: CCCCCOC
* Kohn-Sham gap: 10.9 eV
* calculated total energy: -8495.9239 eV

---

Here is 2 unconnected molecules or ions with the total composition C3H11NOS2 from the OMol25 dataset. Energies are from ωB97M-V/def2-TZVPD.

The geometry in XYZ format:
```
18
Properties=species:S:1:pos:R:3:forces:R:3
C 1.777231 0.925069 1.349462 0.2 -0.3 -0.3
C 0.384545 0.512409 0.902320 -0.4 -0.2 0.1
N 0.236378 -0.933187 1.011500 0.3 -0.2 0.1
C 0.117461 1.073956 -0.485566 0.1 0.4 0.0
S -1.423391 0.502830 -1.258994 0.0 0.1 0.0
S -1.231166 1.443389 -3.078152 -0.1 -0.1 0.2
H 2.532129 0.379990 0.771085 -0.1 -0.1 0.0
H 1.925143 0.677512 2.399809 0.0 0.2 0.0
H 1.963760 1.976243 1.150815 -0.1 0.2 0.3
H -0.341424 0.957844 1.591089 0.0 0.2 0.0
H -0.321763 -1.357516 0.281629 -0.1 0.0 0.1
H 1.137337 -1.388736 1.048368 0.0 -0.1 -0.1
H 0.929980 0.824717 -1.159020 0.2 -0.2 -0.2
H 0.083353 2.160598 -0.422960 -0.1 0.1 0.0
H -0.368822 0.560341 -3.601275 0.0 0.0 -0.2
O -2.149451 -2.546001 -0.236573 -0.1 -0.3 0.0
H -3.074915 -2.323818 -0.372787 0.0 0.2 -0.1
H -2.176384 -3.445638 0.109250 0.1 0.1 0.0
```
Positions in Å, forces in eV/Å.

## Properties
* HOMO energy: -8.782 eV
* LUMO level: 0.6251 eV
* SMILES: C[C@H](N)CSS.O
* Kohn-Sham gap: 9.4 eV
* calculated total energy: -28497.5418 eV